ORCA calculation (the ωB97M-V functional and the def2-TZVPD basis) on a gas-phase ion, C7H12NO (charge +1).

Output
ΔE to the lowest compared entry with this formula, charge and spin   611.9 kJ/mol
SMILES   OC1=[N+](CC2CCC2)C1
Total charge   +1
Highest occupied orbital energy   -14.436 eV

Last column: Löwdin charge in e.
Positions of all 21 atoms, in Å:
C (1.968, -0.408, 0.098)  -0.1852
C (2.197, 0.690, -0.849)  -0.0464
C (-1.380, -1.426, -0.124)  -0.1212
C (-1.806, -0.118, 0.657)  -0.0374
C (-0.295, -0.720, -0.803)  -0.1476
C (-0.689, 0.608, -0.229)  -0.2186
C (0.331, 1.439, 0.553)  -0.1692
N (1.641, 1.023, 0.441)  0.0212
O (2.831, -1.188, 0.701)  0.2135
H (3.168, 1.154, -1.021)  0.1325
H (1.656, 0.828, -1.874)  0.1764
H (-1.173, -2.464, 0.338)  0.1620
H (-2.028, -1.507, -1.049)  0.1517
H (-2.735, 0.313, 0.344)  0.1096
H (-1.621, -0.234, 1.712)  0.1117
H (0.773, -1.080, -0.577)  0.1330
H (-0.289, -1.124, -1.734)  0.1162
H (-1.047, 1.223, -1.009)  0.1384
H (0.088, 1.508, 1.660)  0.1491
H (0.218, 2.561, 0.288)  0.1713
H (2.906, -0.945, 1.602)  0.1390



ORCA calculation (the ωB97M-V functional and the def2-TZVPD basis) on a molecular structure, C56H42F3O2P3PdSi.

Output
Total charge   +2
Highest occupied orbital energy (alpha / beta)   -12.994 / -13.086 eV

Last column: Löwdin charge in e.
Positions of all 108 atoms, in Å:
Pd (-0.012, -0.414, 0.631)  0.6089
C (-3.659, -5.351, -2.846)  -0.0392
C (-3.400, -5.540, -1.497)  -0.0438
C (-2.480, -4.746, -0.841)  -0.0541
C (-1.813, -3.744, -1.544)  -0.3485
C (-2.099, -3.530, -2.895)  -0.1221
C (-2.997, -4.352, -3.545)  -0.0644
P (-0.545, -2.682, -0.787)  1.1596
C (-0.172, -3.487, 0.796)  -0.3943
C (-1.158, -3.420, 1.791)  -0.1430
C (-0.952, -4.042, 3.007)  -0.0534
C (0.241, -4.716, 3.238)  -0.0514
C (1.224, -4.765, 2.257)  -0.0559
C (1.034, -4.141, 1.040)  -0.0638
C (0.901, -2.913, -1.879)  -0.3680
C (0.994, -4.094, -2.617)  -0.0644
C (2.086, -4.314, -3.438)  -0.0323
C (3.086, -3.360, -3.535)  -0.0358
C (2.993, -2.185, -2.806)  -0.0813
C (1.904, -1.940, -1.978)  -0.2540
Si (1.744, -0.307, -0.990)  0.7899
C (1.071, 1.074, -2.166)  -0.2775
C (1.902, 1.538, -3.183)  -0.0791
C (1.469, 2.486, -4.093)  -0.0415
C (0.187, 3.002, -3.995)  -0.0378
C (-0.649, 2.576, -2.980)  -0.0933
C (-0.220, 1.615, -2.063)  -0.3921
P (-1.402, 1.089, -0.773)  1.0816
C (-2.358, 2.611, -0.476)  -0.3518
C (-1.637, 3.786, -0.251)  -0.1071
C (-2.296, 4.973, -0.003)  -0.0432
C (-3.684, 4.997, 0.041)  -0.0347
C (-4.403, 3.829, -0.167)  -0.0443
C (-3.750, 2.633, -0.413)  -0.0542
C (-2.586, -0.011, -1.616)  -0.3887
C (-2.755, -0.034, -2.997)  -0.0623
C (-3.724, -0.858, -3.549)  -0.0620
C (-4.522, -1.646, -2.735)  -0.0664
C (-4.356, -1.622, -1.358)  -0.0614
C (-3.379, -0.818, -0.799)  -0.1476
C (3.255, 0.387, -0.050)  -0.2789
C (4.552, -0.097, -0.141)  -0.0623
C (5.570, 0.472, 0.608)  -0.0322
C (5.303, 1.529, 1.461)  -0.0289
C (4.011, 2.014, 1.585)  -0.0732
C (2.984, 1.418, 0.857)  -0.3733
P (1.280, 2.052, 1.055)  1.1608
C (1.553, 3.843, 1.114)  -0.3607
C (2.431, 4.420, 0.191)  -0.0809
C (2.663, 5.781, 0.223)  -0.0478
C (2.003, 6.578, 1.150)  -0.0381
C (1.099, 6.011, 2.038)  -0.0510
C (0.856, 4.652, 2.014)  -0.0737
C (0.575, 1.714, 2.721)  -0.3934
C (1.384, 1.677, 3.854)  -0.0756
C (0.800, 1.506, 5.098)  -0.0498
C (-0.572, 1.372, 5.224)  -0.0378
C (-1.378, 1.399, 4.097)  -0.0506
C (-0.812, 1.562, 2.844)  -0.1405
H (-4.373, -5.983, -3.348)  0.1182
H (-3.910, -6.321, -0.956)  0.1176
H (-2.252, -4.935, 0.198)  0.1015
H (-1.597, -2.734, -3.428)  0.1142
H (-3.189, -4.219, -4.597)  0.1195
H (-2.081, -2.886, 1.599)  0.1089
H (-1.704, -3.983, 3.777)  0.1210
H (0.411, -5.204, 4.185)  0.1210
H (2.152, -5.283, 2.449)  0.1205
H (1.801, -4.186, 0.282)  0.1117
H (0.224, -4.849, -2.546)  0.1163
H (2.156, -5.236, -3.997)  0.1221
H (3.934, -3.530, -4.182)  0.1210
H (3.777, -1.449, -2.899)  0.1013
H (2.903, 1.144, -3.268)  0.1066
H (2.125, 2.819, -4.881)  0.1185
H (-0.163, 3.738, -4.702)  0.1200
H (-1.644, 2.994, -2.899)  0.1177
H (-0.556, 3.766, -0.310)  0.0774
H (-1.729, 5.877, 0.154)  0.1146
H (-4.203, 5.922, 0.242)  0.1197
H (-5.482, 3.847, -0.136)  0.1183
H (-4.318, 1.730, -0.586)  0.1067
H (-2.146, 0.589, -3.635)  0.1042
H (-3.853, -0.882, -4.620)  0.1212
H (-5.272, -2.286, -3.173)  0.1205
H (-4.984, -2.228, -0.726)  0.1202
H (-3.237, -0.778, 0.279)  0.1047
H (4.777, -0.927, -0.792)  0.1009
H (6.576, 0.090, 0.523)  0.1204
H (6.096, 1.978, 2.041)  0.1216
H (3.808, 2.838, 2.255)  0.1154
H (2.944, 3.796, -0.530)  0.1134
H (3.355, 6.229, -0.474)  0.1167
H (2.181, 7.642, 1.172)  0.1183
H (0.580, 6.629, 2.754)  0.1175
H (0.156, 4.211, 2.709)  0.1105
H (2.457, 1.771, 3.768)  0.1083
H (1.431, 1.462, 5.972)  0.1235
H (-1.019, 1.251, 6.199)  0.1206
H (-2.447, 1.297, 4.193)  0.1160
H (-1.461, 1.611, 1.968)  0.0658
F (2.606, -0.832, 4.724)  0.1562
C (1.683, -1.699, 4.290)  -0.5413
F (0.700, -1.733, 5.192)  0.1653
F (2.251, -2.908, 4.260)  0.1616
C (1.177, -1.304, 2.868)  -0.5943
O (2.021, -1.213, 1.980)  0.0348
O (-0.047, -1.110, 2.725)  -0.0734



Short version: strongest force on any atom = 4.520 2.148 eV/A, in the order given.
Short version: total energy = -10978.0831 -110212.8038 eV, in the order given.